Density functional theory data (ωB97M-V/def2-TZVPD) for 11 unconnected molecules or ions with the total composition C44H63N14O2S in a non-equilibrium geometry.

XYZ file:
```
124
Properties=species:S:1:pos:R:3:lowdin_charge:R:1
S -0.84 6.16 0.05 0.613
O 0.46 6.66 0.19 -0.241
O -1.08 5.60 -1.23 -0.265
N -3.57 -7.17 2.48 0.009
N -5.43 4.41 0.39 0.011
N 1.72 2.87 -3.40 -0.001
N -0.32 0.12 3.82 -0.005
N -1.15 -6.83 7.18 0.011
N -1.96 3.26 0.14 0.078
N -1.80 5.57 -6.44 0.008
N 7.00 4.78 -3.64 -0.003
N -1.01 5.03 1.33 0.055
N -4.91 -1.42 1.30 0.010
N -1.53 3.09 2.39 0.245
N 0.99 -0.38 -1.12 0.017
N 1.02 -8.90 3.44 0.011
N 5.68 -0.09 -3.51 -0.002
C -0.03 -0.76 5.83 -0.098
C -5.43 -0.20 1.63 -0.155
C -4.10 -5.95 2.80 -0.142
C 1.64 -10.06 3.07 -0.134
C 6.90 0.48 -3.76 -0.145
C -1.13 -1.41 5.21 -0.103
C -1.29 -0.84 3.97 -0.154
C 0.01 5.17 -5.23 -0.105
C 6.75 -1.44 -4.90 -0.108
C 0.69 -10.89 2.52 -0.106
C -2.21 5.53 -5.14 -0.143
C 1.32 -1.53 -0.44 -0.117
C 8.96 5.78 -3.42 -0.109
C 1.62 1.69 -4.09 -0.150
C 5.58 -1.27 -4.20 -0.151
C -0.35 -4.77 7.16 -0.113
C -5.84 0.41 0.47 -0.131
C 0.28 -1.84 0.39 -0.094
C -0.73 -0.85 0.20 -0.127
C -4.99 -1.60 -0.05 -0.132
C -1.52 3.80 1.28 -0.424
C -4.51 -5.36 1.63 -0.121
C -1.90 7.54 0.44 -0.090
C -4.23 4.33 -0.47 -0.236
C 2.79 1.52 -4.79 -0.101
C -1.11 5.28 -4.35 -0.118
C -0.25 0.03 -0.73 -0.168
C -0.31 -8.98 3.14 -0.159
C -0.55 -10.20 2.57 -0.109
C 8.00 5.07 -2.75 -0.147
C 8.52 5.93 -4.76 -0.108
C 3.63 2.63 -4.50 -0.108
C -0.96 -6.50 5.87 -0.143
C 7.58 -0.33 -4.62 -0.105
C -0.79 -5.78 7.97 -0.134
C -4.23 -6.26 0.57 -0.107
C 2.94 3.45 -3.64 -0.151
C -3.41 3.10 -0.07 -0.133
C -0.45 5.35 -6.50 -0.124
C 7.31 5.30 -4.87 -0.144
C -3.65 -7.37 1.13 -0.130
C -0.46 -5.23 5.82 -0.113
C -5.56 -0.48 -0.60 -0.105
C 0.45 0.17 4.95 -0.135
H 6.98 -2.28 -5.55 0.092
H -3.85 2.63 0.80 0.106
H -4.64 -2.51 -0.51 0.110
H 4.97 0.29 -2.92 0.127
H -6.28 1.39 0.41 0.084
H 0.01 -3.81 7.48 0.084
H -4.97 -4.38 1.56 0.067
H -0.67 5.35 2.24 0.158
H -1.68 -0.78 0.70 0.073
H -0.70 0.91 -1.15 0.084
H -1.45 8.42 0.01 0.086
H 0.24 -2.68 1.06 0.097
H -1.50 -10.56 2.22 0.088
H -2.03 3.53 3.16 0.151
H 0.73 1.09 -4.03 0.108
H 4.62 2.80 -4.88 0.090
H 8.57 -0.15 -5.01 0.093
H -1.37 3.32 -0.68 0.135
H -2.00 -1.04 3.19 0.088
H -1.19 -7.21 5.08 0.071
H 4.70 -1.88 -4.14 0.102
H -4.53 -2.08 1.95 0.129
H -4.42 -6.11 -0.48 0.091
H 3.02 0.68 -5.43 0.099
H -2.39 5.74 -7.23 0.148
H 0.87 -11.88 2.13 0.093
H 1.48 -8.12 3.88 0.144
H 6.65 5.18 -5.71 0.104
H -4.56 4.21 -1.49 0.116
H -0.21 0.69 3.00 0.108
H 0.06 5.34 -7.45 0.112
H 6.16 4.27 -3.43 0.118
H -3.19 -7.82 3.14 0.126
H -0.87 -5.84 9.05 0.109
H -2.91 7.38 0.07 0.064
H 1.01 3.26 -2.81 0.127
H 2.70 -10.20 3.22 0.108
H 7.94 4.74 -1.73 0.102
H -1.82 2.13 2.23 0.126
H -0.20 -4.69 4.92 0.087
H 9.04 6.43 -5.56 0.092
H -3.68 5.27 -0.42 0.075
H 0.37 -0.97 6.80 0.093
H -1.74 -2.19 5.62 0.092
H -4.14 -5.61 3.82 0.105
H -0.97 -8.15 3.36 0.064
H -5.11 4.53 1.34 0.063
H -3.25 5.68 -4.88 0.102
H -1.11 5.19 -3.28 0.039
H -5.75 -0.31 -1.65 0.092
H -5.46 0.13 2.65 0.104
H -3.53 2.37 -0.86 0.125
H 7.18 1.42 -3.30 0.098
H 1.57 0.08 -1.80 0.122
H -1.50 -7.71 7.51 0.148
H 3.21 4.38 -3.18 0.110
H 2.26 -2.02 -0.61 0.113
H -5.89 5.29 0.17 0.075
H 1.03 4.97 -4.95 0.074
H -3.29 -8.28 0.68 0.109
H -1.92 7.66 1.51 0.075
H 9.88 6.15 -2.99 0.091
H 1.27 0.86 5.02 0.106
```

Computed properties:
Net charge: +1
E (eV): -82431.4190
HOMO level (Ha): -0.3498
Maximum force (Eh/bohr): 0.0491

***

Density functional theory data (ωB97M-V/def2-TZVPD) for 2 unconnected molecules or ions with the total composition C6H13NO in a non-equilibrium geometry.

XYZ file:
```
21
Properties=species:S:1:pos:R:3:nbo_charge:R:1
O 0.16 1.43 -2.27 -0.634
N -1.23 0.56 -0.69 -0.440
C -1.86 -0.56 -0.18 -0.416
C -0.66 1.72 0.40 -0.413
C 2.08 -0.51 -0.31 -0.671
C -0.67 0.63 -1.91 0.525
C 0.45 -1.27 1.46 -0.521
C 1.35 -0.36 0.98 -0.109
H 1.99 0.39 -0.92 0.243
H 1.59 0.52 1.57 0.192
H -1.95 -1.40 -0.88 0.208
H 0.24 2.21 0.07 0.235
H 0.51 -2.29 1.09 0.215
H 0.18 -1.23 2.51 0.216
H -2.82 -0.34 0.29 0.192
H -1.50 2.40 0.31 0.206
H 1.67 -1.34 -0.89 0.210
H 3.13 -0.71 -0.12 0.224
H -1.04 -0.16 -2.59 0.109
H -0.98 -1.05 0.66 0.222
H -0.63 1.38 1.43 0.208
```

Computed properties:
Net charge: 0
E (eV): -9967.6475
HOMO level (Ha): -0.3087
Relative energy (zero: lowest compared OMol25 entry of this formula, charge and spin) (eV): 3.527
SMILES: CN(C)C=O.C=CC
Maximum force (Eh/bohr): 0.0899